No. 1
Here is a 7-piece molecular cluster, C28H45BFNO18S overall in a non-equilibrium geometry from the OMol25 dataset. Energies are from ωB97M-V/def2-TZVPD.

Computed properties:
- Highest occupied orbital energy: -0.341 Eh
- Structure (SMILES): COB(O)N(CCC(=O)O)S(=O)(=O)F.O=C1CCCO1.O=C1CCCO1.O=C1CCCO1.O=C1CCCO1.O=C1CCCO1.O=C1CCCO1
- Frontier orbital gap: 9.7254 eV
- E_LUMO: 0.45 eV

CARTESIAN COORDINATES (ANGSTROEM)
C: 2.345 -2.144 -4.643
O: 1.369 -1.455 -3.863
B: 0.281 -0.944 -4.505
O: 0.451 -0.092 -5.544
N: -1.090 -1.352 -4.001
C: -1.906 -2.123 -4.975
C: -1.947 -3.587 -4.524
C: -2.786 -4.421 -5.446
O: -3.953 -4.592 -5.304
O: -2.104 -5.029 -6.481
S: -1.866 -0.133 -3.307
O: -0.920 0.569 -2.500
O: -3.115 -0.535 -2.766
F: -2.226 0.828 -4.496
H: 3.322 -1.979 -4.192
H: 2.152 -3.218 -4.617
H: 2.352 -1.814 -5.681
H: -0.345 0.117 -6.048
H: -1.488 -2.031 -5.983
H: -2.925 -1.740 -4.999
H: -2.366 -3.601 -3.519
H: -0.922 -3.952 -4.457
H: -1.814 -4.348 -7.102
O: -2.166 -2.869 -1.255
C: -2.277 -2.592 -0.095
C: -2.732 -1.269 0.484
C: -2.293 -1.376 1.936
C: -2.345 -2.877 2.182
O: -2.021 -3.470 0.898
H: -3.815 -1.197 0.384
H: -2.261 -0.445 -0.044
H: -2.907 -0.805 2.623
H: -1.262 -1.026 2.033
H: -3.338 -3.219 2.478
H: -1.631 -3.219 2.921
O: -3.735 1.360 2.046
C: -4.227 1.901 1.099
C: -4.086 3.348 0.663
C: -5.221 3.504 -0.350
C: -5.351 2.083 -0.891
O: -4.993 1.231 0.210
H: -3.105 3.471 0.202
H: -4.174 4.012 1.518
H: -5.029 4.240 -1.128
H: -6.138 3.789 0.166
H: -4.664 1.883 -1.715
H: -6.361 1.835 -1.208
O: -2.255 -3.738 5.191
C: -1.645 -2.906 5.794
C: -0.262 -3.018 6.408
C: -0.215 -1.812 7.343
C: -1.152 -0.834 6.641
O: -2.131 -1.655 5.987
H: 0.475 -2.948 5.606
H: -0.152 -3.960 6.934
H: 0.782 -1.406 7.503
H: -0.627 -2.090 8.314
H: -0.639 -0.240 5.881
H: -1.664 -0.161 7.325
O: -0.249 2.492 -6.425
C: 0.408 3.195 -5.712
C: 1.831 2.978 -5.242
C: 1.949 3.955 -4.077
C: 0.966 5.043 -4.484
O: -0.066 4.364 -5.224
H: 2.510 3.233 -6.057
H: 1.979 1.943 -4.951
H: 2.953 4.326 -3.914
H: 1.608 3.474 -3.158
H: 1.423 5.788 -5.140
H: 0.510 5.551 -3.637
O: 4.712 4.685 -5.293
C: 5.622 5.293 -4.808
C: 5.835 6.796 -4.794
C: 7.309 6.920 -4.408
C: 7.519 5.660 -3.576
O: 6.624 4.684 -4.141
H: 5.174 7.229 -4.041
H: 5.608 7.221 -5.767
H: 7.558 7.832 -3.871
H: 7.928 6.877 -5.305
H: 7.250 5.804 -2.528
H: 8.533 5.273 -3.628
O: -0.923 -4.835 9.863
C: 0.258 -4.789 10.024
C: 1.043 -5.001 11.306
C: 2.414 -4.420 10.960
C: 2.479 -4.645 9.454
O: 1.117 -4.549 9.000
H: 1.085 -6.072 11.509
H: 0.558 -4.492 12.134
H: 3.243 -4.877 11.495
H: 2.423 -3.350 11.174
H: 2.856 -5.637 9.197
H: 3.073 -3.897 8.935

Atomic partial charges in e from the Löwdin method, atoms 1 to 8: number 1, C, carries -0.0492; number 2, O, carries 0.0688; number 3, B, carries -0.7547; number 4, O, carries 0.2055; number 5, N, carries -0.0608; number 6, C, carries -0.1505; number 7, C, carries -0.0682; number 8, C, carries -0.5063

---

No. 2
Here is a 2-piece molecular cluster, C7H14 overall in a non-equilibrium geometry from the OMol25 dataset. Energies are from ωB97M-V/def2-TZVPD.

Computed properties:
- Highest occupied orbital energy (spin up / spin down): -0.272 / -0.288 Eh
- Frontier orbital gap (spin up / spin down): 7.8908 / 8.0751 eV
- E_LUMO (spin up / spin down): 0.48 / 0.25 eV
- Energy above the lowest of the compared OMol25 structures with the same formula, charge and spin: 505.5 kJ/mol

CARTESIAN COORDINATES (ANGSTROEM)
C: -1.760 0.182 0.068
C: -2.465 -0.927 0.774
C: 0.413 -0.585 0.194
C: 0.506 -1.779 -0.441
H: -1.828 1.161 0.531
H: -1.821 0.193 -1.015
H: 0.243 -0.582 1.266
H: -2.240 -1.897 0.326
H: -3.555 -0.788 0.724
H: -2.204 -0.969 1.835
H: 0.157 -2.686 0.036
H: 0.834 -1.872 -1.466
C: 1.649 1.528 0.760
C: 0.958 0.706 -0.351
C: 1.719 0.606 -1.576
H: 0.033 1.302 -0.586
H: 2.508 0.979 1.151
H: 1.998 2.487 0.373
H: 0.951 1.723 1.578
H: 1.731 -0.279 -2.190
H: 2.173 1.498 -1.990

Atomic partial charges in e from the Löwdin method, atoms 1 to 8: number 1, C, carries -0.0976; number 2, C, carries -0.1763; number 3, C, carries -0.2359; number 4, C, carries 0.0163; number 5, H, carries 0.0661; number 6, H, carries 0.0719; number 7, H, carries 0.1076; number 8, H, carries 0.0604

---

No. 3
Here is a 5-piece molecular cluster, C6H22NO5 overall in a non-equilibrium geometry from the OMol25 dataset. Energies are from ωB97M-V/def2-TZVPD.

Computed properties:
- Highest occupied orbital energy: -0.456 Eh
- Net charge: +1
- Frontier orbital gap: 9.5544 eV
- E_LUMO: -2.85 eV
- Energy above the lowest of the compared OMol25 structures with the same formula, charge and spin: 340.6 kJ/mol

CARTESIAN COORDINATES (ANGSTROEM)
C: 0.426 0.907 -2.302
O: -0.870 1.080 -2.854
C: 0.502 -0.040 -1.125
C: 1.995 -0.566 -1.032
C: 2.155 -1.565 0.127
C: 1.775 -1.635 2.547
C: 2.235 -0.840 1.547
N: 0.037 0.790 0.137
H: 1.057 0.490 -3.150
H: 0.815 1.974 -2.000
H: -0.963 0.281 -3.506
H: -0.166 -0.931 -1.160
H: 2.693 0.310 -0.865
H: 2.136 -1.069 -2.158
H: 3.296 -1.983 0.261
H: 1.313 -2.311 0.140
H: 1.900 -1.405 3.605
H: 1.201 -2.483 2.410
H: 2.563 0.155 1.670
H: -1.047 1.248 0.187
H: 0.654 1.482 0.401
H: -0.030 0.185 1.017
H: -2.140 0.410 2.881
H: -1.769 -1.140 3.178
O: -1.619 -0.381 2.711
H: -1.575 2.561 1.343
H: -1.019 3.738 0.471
O: -0.803 2.971 0.951
H: -2.369 0.231 -1.295
H: -2.609 1.825 -1.238
O: -2.441 1.075 -0.594
H: -2.317 -1.937 0.053
H: -2.857 -1.873 -1.501
O: -2.157 -1.556 -0.861

Atomic partial charges in e from the Löwdin method, atoms 1 to 8: number 1, C, carries -0.2446; number 2, O, carries -0.1069; number 3, C, carries -0.2650; number 4, C, carries -0.1740; number 5, C, carries -0.1978; number 6, C, carries -0.0044; number 7, C, carries -0.1726; number 8, N, carries 0.1374

---

Number 1 is which compound?
C28H45BFNO18S

---

Repeat the third record exactly.
Here is a 5-piece molecular cluster, C6H22NO5 overall in a non-equilibrium geometry from the OMol25 dataset. Energies are from ωB97M-V/def2-TZVPD.

Computed properties:
- Highest occupied orbital energy: -0.456 Eh
- Net charge: +1
- Frontier orbital gap: 9.5544 eV
- E_LUMO: -2.85 eV
- Energy above the lowest of the compared OMol25 structures with the same formula, charge and spin: 340.6 kJ/mol

CARTESIAN COORDINATES (ANGSTROEM)
C: 0.426 0.907 -2.302
O: -0.870 1.080 -2.854
C: 0.502 -0.040 -1.125
C: 1.995 -0.566 -1.032
C: 2.155 -1.565 0.127
C: 1.775 -1.635 2.547
C: 2.235 -0.840 1.547
N: 0.037 0.790 0.137
H: 1.057 0.490 -3.150
H: 0.815 1.974 -2.000
H: -0.963 0.281 -3.506
H: -0.166 -0.931 -1.160
H: 2.693 0.310 -0.865
H: 2.136 -1.069 -2.158
H: 3.296 -1.983 0.261
H: 1.313 -2.311 0.140
H: 1.900 -1.405 3.605
H: 1.201 -2.483 2.410
H: 2.563 0.155 1.670
H: -1.047 1.248 0.187
H: 0.654 1.482 0.401
H: -0.030 0.185 1.017
H: -2.140 0.410 2.881
H: -1.769 -1.140 3.178
O: -1.619 -0.381 2.711
H: -1.575 2.561 1.343
H: -1.019 3.738 0.471
O: -0.803 2.971 0.951
H: -2.369 0.231 -1.295
H: -2.609 1.825 -1.238
O: -2.441 1.075 -0.594
H: -2.317 -1.937 0.053
H: -2.857 -1.873 -1.501
O: -2.157 -1.556 -0.861

Atomic partial charges in e from the Löwdin method, atoms 1 to 8: number 1, C, carries -0.2446; number 2, O, carries -0.1069; number 3, C, carries -0.2650; number 4, C, carries -0.1740; number 5, C, carries -0.1978; number 6, C, carries -0.0044; number 7, C, carries -0.1726; number 8, N, carries 0.1374